# 1
{"formula": "C32H29ClN2O2SiV", "method": "ωB97M-V with the def2-TZVPD basis set", "gap_ha": [0.2293, 0.2403], "multiplicity": 2, "homo_energy_ev": [-14.12, -14.12], "total_charge": 2, "elements": ["H", "H", "H", "H", "C", "H", "H", "H", "H", "V", "H", "C", "C", "H", "H", "H", "H", "C", "C", "N", "C", "H", "O", "C", "C", "N", "C", "C", "C", "H", "H", "H", "C", "C", "C", "H", "C", "H", "C", "H", "C", "Cl", "H", "H", "H", "H", "C", "C", "C", "C", "C", "C", "C", "H", "H", "C", "H", "C", "C", "C", "H", "C", "C", "O", "Si", "C", "H", "C"], "positions_angstrom": [[0.625, 3.749, 0.350], [0.290, 2.736, -1.056], [7.889, 1.174, 0.042], [4.309, 4.259, -0.360], [0.886, -1.542, 2.288], [5.715, 1.909, 0.905], [3.773, 0.032, -2.445], [-2.291, 1.803, 2.193], [2.161, 2.423, -2.868], [0.426, -0.375, -0.332], [-2.342, 1.885, 4.679], [5.896, -0.152, -2.355], [4.667, 0.275, -1.878], [2.862, -3.575, 1.975], [0.663, -1.137, 4.894], [2.985, 5.367, -0.705], [8.018, -0.153, -2.037], [2.958, -4.818, 0.216], [1.165, -4.244, -3.006], [1.039, -1.684, 1.001], [3.237, 4.418, -0.224], [3.042, 4.524, 0.845], [1.790, 0.487, -0.678], [5.752, 1.334, -0.014], [2.407, 3.294, -0.865], [0.400, -2.047, -1.496], [0.910, 3.560, -0.685], [2.184, 2.183, 3.998], [0.025, -0.492, 4.305], [2.883, -5.889, -1.626], [1.466, -5.097, -3.601], [3.645, -5.511, 0.681], [-1.643, 1.173, 2.784], [1.634, -2.824, 0.390], [2.836, 1.087, 4.547], [2.440, 4.162, -2.837], [2.841, 1.480, 1.767], [1.694, 2.899, 4.643], [1.221, -3.002, -0.949], [4.023, -0.323, 1.713], [-0.033, -2.196, -2.742], [-0.874, 0.475, 6.643], [0.626, 4.445, -1.261], [-0.075, -3.377, -4.528], [2.860, 0.955, 5.622], [5.958, -0.723, -3.271], [3.480, 0.373, 2.345], [7.057, 0.172, -1.662], [6.985, 0.917, -0.494], [2.540, -5.028, -1.068], [2.506, -3.708, 0.962], [1.654, -4.113, -1.688], [2.723, 3.217, -2.366], [3.784, 3.051, -2.556], [1.702, 3.255, 2.224], [-0.764, 0.305, 2.161], [-0.673, -1.416, -3.139], [0.316, -3.298, -3.525], [-1.666, 1.210, 4.169], [0.081, -0.544, 2.901], [1.331, -2.289, 2.941], [-0.833, 0.387, 4.925], [2.188, 2.374, 2.621], [-0.760, 0.229, 0.807], [2.967, 1.689, -0.083], [3.479, 0.177, 3.718], [4.015, -0.661, 4.148], [4.574, 1.019, -0.698]]}

# 2
{"formula": "C32H29CrN7OS3", "method": "ωB97M-V with the def2-TZVPD basis set", "gap_ha": [0.2002, 0.2069], "multiplicity": 4, "homo_energy_ev": [-3.72, -3.90], "total_charge": -1, "elements": ["C", "H", "H", "C", "C", "H", "H", "Cr", "C", "H", "H", "C", "H", "C", "H", "H", "C", "N", "H", "N", "H", "H", "C", "C", "H", "C", "C", "C", "C", "H", "H", "H", "H", "S", "N", "H", "C", "O", "H", "C", "C", "H", "H", "C", "H", "H", "H", "N", "N", "C", "C", "N", "C", "C", "H", "C", "C", "C", "C", "S", "S", "C", "C", "C", "N", "C", "C", "H", "H", "H", "C", "C", "H"], "positions_angstrom": [[-1.192, -1.344, 2.623], [7.771, -2.703, 0.454], [5.983, -0.831, 1.596], [0.206, -1.715, 0.550], [-2.379, 2.152, 2.281], [0.696, -2.538, 1.057], [4.232, 1.219, -5.463], [-3.320, 0.398, 1.630], [4.761, -2.699, -2.266], [5.275, -0.096, -3.701], [-0.614, -2.237, 4.510], [-0.977, 2.311, 2.072], [7.708, -2.609, -1.344], [-0.814, -1.009, 1.253], [1.300, -1.929, -1.267], [1.941, 0.663, -1.079], [3.690, 1.123, -4.525], [-2.302, -0.756, 3.016], [-0.123, -0.299, -2.458], [-1.693, -0.210, 0.517], [-1.043, -3.366, 3.343], [-5.948, 0.380, -4.559], [-4.652, -1.002, -1.133], [-0.558, 5.937, 2.621], [-5.594, 1.877, -2.748], [0.490, -1.443, -0.768], [1.857, 1.506, -2.970], [7.104, -2.829, -0.436], [-1.121, 4.657, 2.551], [6.720, -3.798, -0.375], [3.990, -3.176, -1.635], [-4.124, 3.180, 2.891], [0.482, -2.458, 3.053], [-4.229, 1.627, -0.181], [4.366, -0.583, -1.249], [-5.504, -2.069, -4.292], [5.607, -0.940, 0.551], [3.941, 0.818, 0.469], [-5.208, -0.252, 6.170], [-0.358, 3.527, 2.205], [-1.295, 0.075, -0.729], [-0.268, 1.458, 1.922], [0.835, 1.820, -2.866], [-5.525, -0.006, -3.643], [1.927, 2.292, -4.953], [5.523, -3.314, -2.560], [-3.047, 5.456, 2.969], [-0.305, 7.070, 2.636], [5.300, -1.561, -1.581], [4.528, -0.141, 0.032], [-0.259, -0.488, -1.392], [-4.352, -0.696, 5.828], [-5.251, -1.383, -3.454], [-3.062, 3.258, 2.715], [-4.737, -2.913, -2.046], [-3.988, -0.482, 4.479], [-4.878, -1.840, -2.245], [2.443, 0.803, -1.969], [-4.810, 0.389, -1.370], [-4.995, 0.288, 3.328], [-4.374, -1.626, 0.492], [-5.385, 0.855, -2.574], [5.961, -1.839, -0.389], [-0.563, -2.380, 3.412], [-2.792, -0.994, 4.246], [4.262, 0.328, -3.515], [3.685, 0.170, -2.243], [-2.019, 0.703, -1.217], [-3.819, -1.343, 6.368], [0.690, 3.689, 1.998], [2.412, 1.645, -4.290], [-2.469, 4.553, 2.821], [4.263, -2.330, -3.173]]}

# 3
{"formula": "C32H29InN3O5S2", "method": "ωB97M-V with the def2-TZVPD basis set", "gap_ha": 0.2728, "homo_energy_ev": -11.88, "total_charge": 1, "elements": ["H", "C", "C", "H", "O", "C", "O", "C", "H", "H", "H", "H", "N", "H", "C", "C", "H", "C", "C", "C", "C", "O", "H", "H", "C", "O", "H", "H", "S", "C", "H", "C", "C", "C", "H", "C", "In", "O", "C", "C", "H", "H", "C", "C", "N", "H", "H", "C", "C", "H", "C", "H", "H", "H", "H", "S", "C", "C", "C", "C", "N", "C", "C", "C", "H", "H", "H", "C", "H", "H", "C", "H"], "positions_angstrom": [[-6.491, 1.038, -0.183], [-1.369, -4.585, 0.806], [2.743, -2.658, 3.181], [-2.004, -2.089, -2.759], [2.259, 2.436, 2.398], [-2.303, -5.446, 1.361], [2.662, 4.637, 2.455], [-3.343, -5.936, 0.586], [-0.388, -3.430, -2.206], [-2.579, -4.457, -2.356], [5.700, 1.126, 0.735], [-2.939, -1.493, -1.381], [-0.904, -1.833, -1.012], [0.509, -3.335, -0.684], [5.059, 0.390, 1.201], [3.496, -1.576, 2.457], [3.253, 5.470, -3.468], [2.673, 3.586, 0.342], [2.524, 3.592, 1.863], [4.574, 0.599, 2.488], [-1.983, -1.418, -1.905], [1.773, 0.059, -1.083], [-4.788, 4.390, 1.860], [-2.538, 0.348, -2.978], [2.060, 0.877, -2.038], [3.227, 5.666, -2.526], [-0.792, 0.024, -2.955], [-4.066, -6.616, 1.018], [-0.634, 1.464, 1.178], [3.974, -1.762, 1.160], [-6.693, 2.862, 1.474], [2.779, 3.311, -2.383], [-5.772, 2.730, 0.922], [-4.705, 3.589, 1.136], [3.426, -0.202, 4.114], [4.741, -0.788, 0.534], [1.883, 0.761, 1.104], [1.946, 0.676, -3.233], [-2.123, 2.218, -1.297], [-3.441, -5.574, -0.749], [3.761, -2.690, 0.642], [2.795, 3.151, -3.454], [-0.475, -3.234, -1.137], [-3.402, 2.397, -0.499], [2.490, 2.403, -0.235], [-2.690, 4.093, 0.606], [-2.316, 2.405, -2.352], [-1.470, -4.203, -0.529], [-0.436, -0.999, -0.106], [-0.546, -4.221, 1.406], [-1.715, -0.011, -2.366], [-2.209, -5.741, 2.398], [4.826, 1.502, 3.027], [3.166, -2.816, 4.173], [2.785, -3.598, 2.633], [0.659, -1.531, 1.057], [2.990, 4.569, -1.803], [3.774, -0.363, 3.100], [-5.658, 1.706, -0.007], [-2.506, -4.712, -1.304], [-1.582, 0.855, -1.197], [-3.522, 3.421, 0.432], [2.515, 2.248, -1.550], [-0.932, 0.432, -0.125], [-1.369, 2.926, -0.949], [1.694, -2.387, 3.321], [3.053, 5.675, 0.056], [-4.479, 1.544, -0.717], [-4.238, -5.971, -1.363], [5.115, -0.962, -0.467], [2.923, 4.709, -0.411], [-4.410, 0.753, -1.458]]}

Calculated values (kcal per mole) of ΔE to the lowest compared entry with this formula, charge and spin for the records, taken in order: 0.82; 26.92; 12.60.